{
  "formula": "C39H44KN4O4P2",
  "method": "ωB97M-V/def2-TZVPD",
  "max_force_ev_per_a": 0.57,
  "homo_lumo_gap_ev": 8.039,
  "lumo_ha": -0.081,
  "total_charge": 1,
  "multiplicity": 1,
  "homo_energy_ev": -10.2,
  "species": ["K", "O", "C", "O", "C", "C", "C", "C", "C", "N", "C", "O", "O", "H", "H", "H", "H", "N", "C", "C", "C", "N", "C", "C", "N", "C", "H", "H", "H", "H", "H", "H", "H", "H", "H", "H", "H", "H", "H", "H", "H", "H", "C", "C", "P", "C", "C", "C", "C", "C", "C", "C", "C", "C", "C", "C", "C", "P", "C", "C", "C", "C", "C", "C", "C", "C", "C", "C", "C", "C", "H", "H", "H", "H", "H", "H", "H", "H", "H", "H", "H", "H", "H", "H", "H", "H", "H", "H", "H", "H", "H", "H", "H", "H"],
  "xyz": [[-1.16, 1.01, 0.96], [-2.88, 2.04, 5.37], [-2.47, 1.48, 4.23], [-2.87, 1.82, 3.14], [-1.46, 0.39, 4.45], [-1.03, 0.00, 5.71], [-0.11, -1.03, 5.78], [0.33, -1.63, 4.61], [-0.15, -1.16, 3.39], [-1.02, -0.16, 3.32], [0.24, -1.82, 2.07], [0.48, -3.04, 2.12], [0.21, -1.10, 1.04], [-3.53, 2.72, 5.14], [-1.41, 0.49, 6.59], [0.26, -1.37, 6.74], [1.02, -2.46, 4.62], [-3.69, -3.14, -1.15], [-3.60, -4.61, -1.10], [-3.81, -5.14, 0.32], [-2.66, -4.91, 1.30], [-2.58, -3.50, 1.70], [-1.32, -5.32, 0.68], [-1.09, -4.71, -0.70], [-0.95, -3.22, -0.61], [-2.24, -5.04, -1.65], [-4.46, -2.81, -0.57], [-3.89, -2.84, -2.10], [-1.87, -2.83, -0.39], [-4.37, -5.07, -1.73], [-3.96, -6.22, 0.24], [-4.73, -4.73, 0.73], [-2.83, -5.56, 2.16], [-1.80, -3.38, 2.35], [-3.42, -3.22, 2.19], [-1.30, -6.40, 0.56], [-0.50, -5.04, 1.34], [-0.15, -5.09, -1.11], [-0.64, -2.84, -1.51], [-0.28, -2.91, 0.10], [-2.24, -6.12, -1.82], [-2.07, -4.57, -2.63], [2.08, 0.83, -1.03], [2.39, 2.31, -0.85], [1.00, 3.36, -0.26], [1.80, 5.00, -0.38], [2.72, 5.46, 0.56], [3.34, 6.69, 0.38], [3.04, 7.47, -0.73], [2.13, 7.01, -1.67], [1.50, 5.79, -1.49], [1.00, 3.10, 1.55], [0.09, 3.87, 2.29], [0.02, 3.76, 3.67], [0.84, 2.86, 4.34], [1.72, 2.07, 3.62], [1.81, 2.19, 2.24], [0.50, 0.53, -1.96], [0.77, -1.18, -2.58], [1.65, -2.08, -1.98], [1.73, -3.39, -2.43], [0.93, -3.83, -3.48], [0.04, -2.94, -4.07], [-0.04, -1.63, -3.62], [0.82, 1.50, -3.48], [1.91, 1.25, -4.31], [2.16, 2.04, -5.42], [1.31, 3.11, -5.71], [0.22, 3.37, -4.89], [-0.03, 2.57, -3.78], [1.97, 0.31, -0.08], [2.91, 0.36, -1.57], [2.66, 2.75, -1.81], [3.26, 2.45, -0.20], [2.96, 4.86, 1.43], [4.05, 7.05, 1.12], [3.53, 8.43, -0.86], [1.89, 7.62, -2.53], [0.78, 5.43, -2.22], [-0.56, 4.57, 1.77], [-0.68, 4.38, 4.22], [0.79, 2.78, 5.42], [2.36, 1.36, 4.14], [2.51, 1.57, 1.70], [2.26, -1.77, -1.15], [2.43, -4.08, -1.96], [1.00, -4.85, -3.83], [-0.59, -3.27, -4.90], [-0.74, -0.94, -4.10], [2.57, 0.41, -4.09], [3.00, 1.84, -6.05], [1.50, 3.73, -6.57], [-0.45, 4.19, -5.12], [-0.87, 2.78, -3.14]],
  "lowdin_charge": [0.71, 0.13, -0.48, 0.06, -0.20, 0.02, -0.02, 0.02, -0.18, 0.11, -0.64, -0.01, -0.17, 0.14, 0.12, 0.12, 0.12, 0.04, -0.36, -0.11, -0.36, 0.07, -0.10, -0.26, 0.22, -0.10, 0.08, 0.09, 0.11, 0.14, 0.13, 0.12, 0.14, 0.07, 0.09, 0.13, 0.11, 0.14, 0.10, 0.10, 0.13, 0.11, -0.40, -0.39, 1.03, -0.38, -0.08, -0.07, -0.08, -0.08, -0.10, -0.45, -0.12, -0.07, -0.08, -0.07, -0.09, 1.01, -0.40, -0.10, -0.08, -0.10, -0.09, -0.11, -0.41, -0.09, -0.07, -0.07, -0.08, -0.12, 0.05, 0.08, 0.08, 0.09, 0.11, 0.11, 0.11, 0.11, 0.09, 0.12, 0.11, 0.11, 0.11, 0.10, 0.10, 0.11, 0.11, 0.11, 0.11, 0.11, 0.11, 0.11, 0.11, 0.09]
}


{
  "formula": "C39H44N5O6",
  "method": "ωB97M-V/def2-TZVPD",
  "max_force_ev_per_a": 11.49,
  "homo_lumo_gap_ev": 8.048,
  "lumo_ha": -0.079,
  "total_charge": 1,
  "multiplicity": 1,
  "homo_energy_ev": -10.2,
  "species": ["C", "C", "N", "C", "C", "N", "C", "C", "H", "H", "H", "H", "H", "H", "H", "H", "H", "H", "H", "N", "C", "C", "C", "C", "C", "H", "H", "H", "H", "H", "N", "C", "C", "C", "C", "C", "H", "H", "H", "H", "H", "N", "C", "C", "C", "C", "C", "H", "H", "H", "H", "H", "C", "C", "C", "C", "C", "C", "O", "O", "H", "H", "H", "H", "H", "H", "C", "C", "C", "C", "C", "C", "O", "O", "H", "H", "H", "H", "H", "H", "C", "C", "C", "C", "C", "C", "O", "O", "H", "H", "H", "H", "H", "H"],
  "xyz": [[-1.20, 4.26, -1.65], [-1.95, 3.19, -0.71], [-1.82, 1.75, -1.06], [-2.72, 0.78, -1.40], [-2.13, -0.40, -1.45], [-0.76, -0.19, -1.11], [-0.65, 1.13, -0.88], [0.30, -1.16, -1.14], [-0.13, 4.17, -1.50], [-1.50, 5.23, -1.19], [-1.37, 4.24, -2.61], [-2.93, 3.38, -0.96], [-1.69, 3.48, 0.47], [-3.71, 0.90, -1.36], [-2.32, -1.54, -1.70], [0.23, 1.68, -0.56], [0.18, -2.20, -1.65], [0.73, -1.19, -0.14], [0.94, -0.78, -1.77], [-1.97, 0.60, 2.59], [-1.26, -0.45, 2.19], [-0.20, -0.97, 2.96], [0.09, -0.42, 4.26], [-0.71, 0.75, 4.64], [-1.65, 1.19, 3.79], [-1.31, -0.83, 1.18], [0.37, -1.80, 2.58], [0.83, -0.83, 5.02], [-0.52, 1.24, 5.63], [-2.26, 1.94, 4.00], [3.11, 3.13, 0.38], [2.99, 2.03, 1.15], [1.88, 1.97, 1.96], [1.10, 3.11, 2.08], [1.30, 4.21, 1.31], [2.26, 4.19, 0.29], [3.63, 1.16, 0.96], [1.76, 1.06, 2.56], [0.14, 3.05, 2.74], [0.54, 5.00, 1.64], [2.40, 5.05, -0.46], [4.04, -0.94, -1.42], [4.83, -1.77, -0.81], [5.49, -2.81, -1.46], [5.45, -2.73, -2.90], [4.71, -1.79, -3.53], [3.96, -0.87, -2.70], [4.74, -1.69, 0.22], [6.23, -3.67, -1.16], [5.96, -3.60, -3.32], [4.79, -1.67, -4.47], [3.27, -0.13, -3.12], [-1.58, -3.99, -3.38], [-2.73, -4.64, -2.73], [-2.49, -5.70, -1.98], [-1.18, -6.17, -1.67], [-0.10, -5.51, -2.38], [-0.22, -4.39, -3.16], [0.82, -3.80, -3.74], [-3.57, -6.30, -1.23], [-1.89, -2.86, -3.73], [-3.66, -4.32, -2.86], [-0.88, -6.88, -1.10], [0.79, -6.10, -2.05], [1.59, -4.02, -3.49], [-3.37, -7.20, -1.00], [1.48, -5.92, 1.33], [0.66, -4.71, 0.83], [-0.50, -4.40, 1.50], [-0.82, -5.13, 2.66], [-0.06, -6.10, 3.14], [1.05, -6.66, 2.41], [1.87, -7.70, 2.93], [-1.36, -3.50, 0.91], [2.18, -5.99, 0.69], [0.89, -4.31, -0.28], [-1.81, -5.06, 2.90], [-0.25, -6.58, 4.04], [1.73, -8.20, 3.80], [-2.41, -3.58, 1.05], [-1.57, 8.78, -1.05], [-2.90, 7.99, -1.14], [-3.28, 7.04, -0.13], [-2.38, 7.13, 1.03], [-1.18, 7.91, 1.16], [-0.80, 8.71, 0.04], [0.32, 9.40, 0.03], [-4.35, 6.27, -0.07], [-1.19, 9.42, -1.71], [-3.48, 7.82, -2.09], [-2.52, 6.59, 2.05], [-0.41, 7.65, 1.94], [0.80, 9.57, 0.88], [-4.75, 5.96, -0.72]],
  "lowdin_charge": [-0.01, -0.10, -0.02, -0.03, 0.02, -0.07, -0.01, 0.01, 0.06, 0.08, 0.01, 0.08, 0.19, 0.10, 0.17, 0.16, 0.13, 0.11, 0.02, 0.07, -0.16, -0.07, -0.03, -0.07, -0.17, 0.07, 0.08, 0.13, 0.12, 0.06, 0.04, -0.14, -0.10, -0.12, -0.12, -0.13, 0.10, 0.09, 0.13, 0.11, 0.14, 0.03, -0.18, -0.03, -0.08, -0.04, -0.13, 0.08, 0.14, 0.10, 0.03, 0.11, 0.03, -0.03, -0.28, 0.04, -0.02, -0.36, 0.13, 0.01, 0.15, 0.07, 0.05, 0.13, -0.01, 0.08, 0.04, 0.02, -0.37, -0.04, -0.02, -0.25, -0.01, -0.04, 0.02, 0.14, 0.09, 0.10, 0.15, 0.19, 0.03, 0.05, -0.36, -0.02, -0.02, -0.43, 0.06, 0.14, 0.07, 0.11, 0.13, 0.12, 0.15, -0.02]
}


{
  "formula": "C39H45MgN6O2Sb",
  "method": "ωB97M-V/def2-TZVPD",
  "max_force_ev_per_a": 0.51,
  "homo_lumo_gap_ev": 7.555,
  "lumo_ha": -0.194,
  "total_charge": 2,
  "multiplicity": 1,
  "homo_energy_ev": -12.8,
  "species": ["Mg", "O", "C", "N", "C", "O", "C", "C", "C", "C", "C", "N", "C", "C", "C", "C", "C", "N", "H", "H", "H", "H", "H", "H", "H", "H", "N", "C", "C", "C", "N", "C", "C", "N", "C", "H", "H", "H", "H", "H", "H", "H", "H", "H", "H", "H", "H", "H", "H", "H", "H", "C", "C", "C", "C", "C", "C", "C", "Sb", "C", "C", "C", "C", "C", "C", "C", "C", "C", "C", "C", "C", "C", "C", "H", "H", "H", "H", "H", "H", "H", "H", "H", "H", "H", "H", "H", "H", "H", "H", "H", "H", "H", "H", "H"],
  "xyz": [[-0.45, -0.68, 2.47], [-2.81, 2.63, 1.83], [-2.32, 1.55, 2.03], [-1.04, 1.21, 2.38], [-0.07, 2.16, 2.55], [-0.05, 3.31, 2.19], [1.12, 1.60, 3.31], [2.11, 2.46, 3.75], [3.18, 1.95, 4.48], [3.22, 0.58, 4.73], [2.20, -0.21, 4.24], [1.16, 0.27, 3.55], [-3.21, 0.31, 1.95], [-4.59, 0.49, 1.84], [-5.41, -0.61, 1.79], [-4.83, -1.88, 1.86], [-3.47, -1.97, 1.99], [-2.65, -0.90, 2.03], [2.01, 3.51, 3.52], [3.96, 2.60, 4.84], [4.03, 0.14, 5.30], [2.21, -1.28, 4.43], [-4.96, 1.51, 1.79], [-6.48, -0.50, 1.71], [-5.44, -2.78, 1.84], [-3.00, -2.94, 2.09], [-1.39, -2.59, -0.22], [-0.58, -3.85, 0.06], [-0.79, -4.42, 1.47], [0.10, -3.92, 2.62], [-0.47, -2.73, 3.31], [1.53, -3.64, 2.15], [1.61, -2.85, 0.85], [1.03, -1.49, 0.98], [0.88, -3.57, -0.27], [-2.39, -2.75, -0.14], [-1.17, -2.25, -1.17], [-1.17, -1.81, 0.41], [-0.97, -4.57, -0.66], [-0.56, -5.49, 1.36], [-1.85, -4.40, 1.75], [0.14, -4.74, 3.34], [0.08, -2.59, 4.16], [-1.39, -2.97, 3.66], [2.04, -4.59, 2.00], [2.08, -3.13, 2.95], [2.66, -2.77, 0.56], [1.02, -1.07, 0.05], [1.72, -0.91, 1.47], [1.38, -4.52, -0.46], [0.96, -3.00, -1.20], [0.59, 2.17, -4.30], [1.59, 2.99, -3.53], [2.38, 3.91, -4.21], [3.33, 4.68, -3.55], [3.50, 4.55, -2.18], [2.73, 3.63, -1.49], [1.78, 2.85, -2.15], [0.76, 1.48, -0.89], [0.97, -0.29, -2.17], [-0.05, -0.81, -2.97], [0.16, -1.93, -3.78], [1.41, -2.52, -3.82], [2.44, -1.99, -3.06], [2.25, -0.89, -2.23], [3.43, -0.32, -1.49], [-1.34, 1.79, -1.17], [-2.16, 0.67, -1.06], [-3.54, 0.76, -1.19], [-4.12, 2.00, -1.39], [-3.31, 3.13, -1.43], [-1.93, 3.05, -1.32], [-1.11, 4.32, -1.30], [0.30, 2.69, -5.22], [-0.32, 1.99, -3.72], [1.01, 1.20, -4.59], [2.25, 4.03, -5.28], [3.92, 5.40, -4.11], [4.23, 5.16, -1.66], [2.86, 3.53, -0.42], [-1.00, -0.31, -3.02], [-0.64, -2.28, -4.42], [1.60, -3.37, -4.47], [3.43, -2.43, -3.13], [4.29, -0.99, -1.54], [3.21, -0.12, -0.44], [3.73, 0.64, -1.92], [-1.71, -0.30, -0.88], [-4.16, -0.13, -1.12], [-5.19, 2.09, -1.50], [-3.77, 4.10, -1.55], [-1.75, 5.19, -1.38], [-0.39, 4.35, -2.11], [-0.56, 4.39, -0.35]],
  "lowdin_charge": [0.66, 0.14, -0.44, 0.04, -0.48, 0.11, -0.17, 0.04, 0.00, -0.02, -0.12, 0.03, -0.17, 0.03, 0.00, -0.02, -0.16, 0.04, 0.13, 0.13, 0.12, 0.10, 0.14, 0.13, 0.12, 0.08, 0.23, -0.22, -0.07, -0.31, 0.04, -0.08, -0.32, 0.04, -0.08, 0.15, 0.13, 0.08, 0.16, 0.14, 0.11, 0.15, 0.11, 0.10, 0.14, 0.12, 0.16, 0.01, 0.08, 0.15, 0.10, -0.04, -0.30, -0.03, -0.06, -0.07, -0.15, -0.37, 1.60, -0.34, -0.17, -0.08, -0.07, -0.05, -0.33, -0.07, -0.33, -0.19, -0.10, -0.06, -0.02, -0.28, -0.03, 0.09, 0.06, 0.08, 0.12, 0.11, 0.11, 0.09, 0.09, 0.11, 0.12, 0.12, 0.09, 0.05, 0.09, 0.05, 0.10, 0.12, 0.12, 0.09, 0.07, 0.08]
}